Record 1
The molecule C7H16ClN2O3P in a non-equilibrium geometry, computed with ωB97M-V/def2-TZVPD.

```
! wB97M-V def2-TZVPD RIJCOSX def2/J DEFGRID3
* xyz 0 1
O -2.24089 -1.89547 0.51636
P -0.79474 -1.64173 0.62020
O -0.37165 -2.46989 1.88573
O -0.03215 -2.08218 -0.71394
C -0.35725 -1.34361 -1.92168
C 0.89685 -0.82874 -2.72865
C 1.84718 0.07147 -1.93597
N 1.17147 1.22193 -1.34489
C 1.50246 1.54095 0.05442
C 0.99593 0.46515 1.04644
N -0.43336 0.04986 0.89440
C -1.53026 1.03267 1.11847
C -1.92559 1.20539 2.59328
Cl -0.55441 1.85682 3.53973
H -1.12452 -3.06875 1.91730
H -0.98457 -0.47791 -1.71436
H -0.93946 -2.01491 -2.56492
H 1.44899 -1.71990 -3.06240
H 0.60097 -0.28536 -3.62834
H 2.69696 0.38524 -2.59421
H 2.24715 -0.52990 -1.15010
H 0.13511 1.09869 -1.38308
H 2.56778 1.72507 0.21589
H 0.96746 2.46892 0.30761
H 1.68055 -0.41036 0.91839
H 1.23117 0.84141 2.06089
H -1.22079 2.01436 0.76096
H -2.43830 0.70876 0.54665
H -2.79239 1.82778 2.70866
H -2.24971 0.25425 3.03717
*
```

Results
**HOMO**: -8.81 eV
**Energy relative to the best compared isomer or geometry (same formula, charge and spin)**: 0.0000 eV
**E_LUMO**: 0.030 Ha
**Structure (SMILES)**: O=[P@@]1(O)OCCCNCCN1CCCl


Record 2
The molecule C13H17N3OS in a non-equilibrium geometry, computed with ωB97M-V/def2-TZVPD.

```
! wB97M-V def2-TZVPD RIJCOSX def2/J DEFGRID3
* xyz 0 1
C 4.78338 -1.93741 3.19379
C 3.37198 -2.28914 2.77099
S 2.90813 -1.35177 1.26790
C 1.18697 -1.37549 1.46602
N 0.52747 -1.87379 2.47810
N -0.77766 -1.68082 2.23717
C -0.90341 -1.07706 1.09043
C -2.20572 -0.72025 0.46072
O -2.26605 0.66428 0.17750
C -2.46241 1.14347 -1.08485
C -2.71855 0.39613 -2.22833
C -2.88488 1.03376 -3.44777
C -2.80260 2.40886 -3.54807
C -2.55760 3.15827 -2.40761
C -2.38829 2.53509 -1.19011
N 0.33083 -0.86088 0.53380
C 0.69201 -0.18491 -0.68461
C 1.01332 1.28346 -0.42601
H 4.86467 -0.87465 3.41028
H 5.49476 -2.18517 2.40865
H 5.04400 -2.49697 4.08937
H 2.63316 -2.02341 3.52471
H 3.27661 -3.34731 2.52924
H -2.99203 -0.95808 1.18502
H -2.35605 -1.33390 -0.43250
H -2.80373 -0.68025 -2.19875
H -3.08310 0.43742 -4.32623
H -2.93265 2.89382 -4.50306
H -2.49707 4.23450 -2.46817
H -2.20173 3.10374 -0.29250
H -0.13720 -0.27339 -1.39108
H 1.56820 -0.69312 -1.09945
H 0.16306 1.77757 0.03735
H 1.87395 1.36696 0.23329
H 1.23822 1.78046 -1.36524
*
```

Results
**HOMO**: -8.34 eV
**Energy relative to the best compared isomer or geometry (same formula, charge and spin)**: 1.9412 eV
**E_LUMO**: 0.027 Ha
**Structure (SMILES)**: CCSc1nnc(COc2ccccc2)n1CC


Record 3
The molecule C2H2O3S in a non-equilibrium geometry, computed with ωB97M-V/def2-TZVPD.

```
! wB97M-V def2-TZVPD RIJCOSX def2/J DEFGRID3
* xyz 0 1
O -1.65873 0.35172 0.19458
C -0.67879 -0.34228 0.02019
O -0.65147 -1.63961 -0.02868
C 0.65475 0.38645 0.01384
O 0.46495 1.67654 -0.03617
S 2.07077 -0.37843 0.10457
H 0.28565 -1.84684 -0.15137
H -0.48714 1.79245 -0.11695
*
```

Results
**HOMO**: -9.93 eV
**Energy relative to the best compared isomer or geometry (same formula, charge and spin)**: 0.3715 eV
**E_LUMO**: -0.038 Ha
**Structure (SMILES)**: O=C(O)C(O)=S


Record 4
A cluster of 2 separate species, C32H30BClF6O2S in total in a non-equilibrium geometry, computed with ωB97M-V/def2-TZVPD.

```
! wB97M-V def2-TZVPD RIJCOSX def2/J DEFGRID3
* xyz 0 1
C -3.40329 3.21218 0.67876
C -2.12084 3.25865 1.51005
C -2.44628 3.80767 2.87990
O -1.67012 1.88640 1.70027
B -0.70466 1.71287 0.76124
C -0.06506 -0.01568 0.53048
C -1.14521 -0.48069 -0.38879
C -2.23001 -1.21518 0.10873
C -3.13335 -1.82182 -0.75246
C -2.99409 -1.61209 -2.12028
C -3.87377 -2.35782 -3.08287
F -4.89507 -1.57923 -3.55900
F -4.44191 -3.46541 -2.52093
F -3.16269 -2.79274 -4.17384
C -2.06520 -0.70669 -2.62358
C -1.17176 -0.10769 -1.74286
C 1.30622 0.23772 0.00194
C 2.19696 0.99726 0.78008
C 3.53816 1.10307 0.43502
C 3.98269 0.48499 -0.72935
C 5.43691 0.49584 -1.10488
F 5.90676 -0.78597 -1.26908
F 5.65359 1.14605 -2.29206
F 6.22812 1.09112 -0.16988
C 3.10733 -0.18215 -1.57384
C 1.77695 -0.31521 -1.19752
O -0.28165 2.79244 0.06553
C -0.90394 3.92926 0.73650
C -1.24421 4.94028 -0.33277
C 0.13786 4.53996 1.67226
H -3.86301 4.20752 0.62450
H -3.22814 2.85008 -0.34440
H -4.12335 2.53752 1.16079
H -2.82422 4.83383 2.79880
H -3.23064 3.19505 3.33954
H -1.57292 3.80460 3.53973
H -0.09936 -0.45943 1.53115
H -2.36102 -1.31056 1.18883
H -3.92377 -2.46071 -0.36857
H -2.03564 -0.48040 -3.68692
H -0.47366 0.64446 -2.11428
H 1.83563 1.47998 1.69147
H 4.23199 1.65625 1.06099
H 3.46020 -0.61178 -2.51004
H 1.10367 -0.88209 -1.84106
H -1.74563 5.80730 0.11439
H -0.32020 5.29761 -0.80415
H -1.89044 4.51550 -1.10861
H -0.23731 5.47774 2.10354
H 0.41546 3.86332 2.49233
H 1.04561 4.77322 1.09932
C -0.34790 -2.16291 4.34035
C 0.40206 -2.42769 3.09344
C 1.72311 -2.09578 2.82703
C 2.12359 -2.42867 1.50702
C 1.09148 -2.95408 0.74096
C 1.18598 -3.44263 -0.62294
C 2.43405 -3.47287 -1.28921
C 2.49332 -3.68566 -2.66257
C 1.31081 -3.90057 -3.38144
Cl 1.37537 -4.07246 -5.08889
C 0.07591 -3.97877 -2.71857
C 0.02875 -3.80359 -1.34158
S -0.30895 -3.24893 1.74826
H 0.35417 -2.01928 5.16790
H -0.95737 -1.25289 4.24278
H -1.01324 -3.00296 4.56854
H 2.36703 -1.62623 3.56802
H 3.12498 -2.27252 1.11908
H 3.35341 -3.32480 -0.72213
H 3.44742 -3.67012 -3.18570
H -0.82860 -4.16469 -3.29231
H -0.91708 -3.92827 -0.81218
*
```

Results
**HOMO**: -7.88 eV
**Energy relative to the best compared isomer or geometry (same formula, charge and spin)**: 0.0089 eV
**E_LUMO**: 0.005 Ha
**Structure (SMILES)**: CC1(C)OB(C(c2ccc(C(F)(F)F)cc2)c2ccc(C(F)(F)F)cc2)OC1(C)C.Cc1ccc(-c2ccc(Cl)cc2)s1


Record 5
A cluster of 10 separate species, C20H60O20 in total in a non-equilibrium geometry, computed with ωB97M-V/def2-TZVPD.

```
! wB97M-V def2-TZVPD RIJCOSX def2/J DEFGRID3
* xyz 0 1
O -23.93768 5.42010 2.73665
C -24.19438 4.21748 1.97170
C -22.93828 3.74621 1.21309
O -23.20937 2.86282 0.14407
H -24.22007 5.30467 3.63859
H -24.53145 3.44055 2.65078
H -25.00822 4.32726 1.25233
H -22.33795 3.13744 1.88688
H -22.43240 4.61646 0.76793
H -23.74624 3.37778 -0.45336
O -21.95673 8.03254 5.82579
C -20.67557 8.22043 6.39373
C -19.63400 8.74561 5.42437
O -18.31839 8.65454 5.97653
H -21.98761 7.08602 5.65236
H -20.71961 8.89885 7.25709
H -20.25505 7.28963 6.79930
H -19.78487 9.77940 5.07729
H -19.64971 8.06529 4.57043
H -18.08344 9.52232 6.29875
O -19.60951 7.31272 2.55605
C -18.94779 7.22545 1.30632
C -19.88623 6.49961 0.33647
O -20.92148 7.30031 -0.28035
H -20.17209 8.11865 2.47225
H -18.57010 8.19222 0.93960
H -18.15851 6.49420 1.30997
H -20.39335 5.54336 0.61928
H -19.29353 6.11306 -0.48008
H -20.49671 7.95078 -0.86996
O -16.47976 4.82458 -1.38031
C -15.45643 4.10649 -0.70013
C -14.16708 4.24688 -1.49399
O -14.43655 4.20866 -2.87634
H -16.30603 4.74191 -2.32281
H -15.40496 4.48586 0.30667
H -15.63956 3.05015 -0.56968
H -13.41950 3.49041 -1.27027
H -13.77882 5.23041 -1.24941
H -13.82378 4.73551 -3.38478
O -21.60966 6.37827 -2.95828
C -22.71511 7.26939 -3.27843
C -23.42367 7.76757 -2.06172
O -23.83058 6.69581 -1.20088
H -21.96620 5.97672 -2.14548
H -22.25233 8.18244 -3.70348
H -23.41806 6.78597 -3.98230
H -24.27081 8.39690 -2.43103
H -22.75596 8.42504 -1.50531
H -23.95130 7.04673 -0.30804
O -15.76844 7.56093 3.98503
C -15.81512 6.24232 3.62168
C -16.16054 5.38432 4.86906
O -17.39781 5.75570 5.39786
H -16.67956 7.85014 4.10973
H -16.56636 6.08045 2.83125
H -14.85581 6.04999 3.20152
H -15.35697 5.60650 5.63293
H -16.17111 4.33240 4.65779
H -17.35949 6.67059 5.72718
O -19.64088 3.95675 5.80666
C -19.85940 4.32222 4.40585
C -21.32032 4.27608 3.98845
O -22.16460 4.99991 4.92305
H -18.69044 3.83051 5.90181
H -19.49945 5.34042 4.25261
H -19.23624 3.64302 3.84410
H -21.76087 3.30550 3.63939
H -21.38363 4.85480 3.07261
H -21.90038 4.48855 5.72460
O -21.66470 9.19820 1.53832
C -22.90639 9.68185 2.09130
C -23.88345 8.55891 2.53685
O -24.62381 7.91158 1.50778
H -21.75281 8.41770 0.89873
H -22.59469 10.30140 2.96875
H -23.38159 10.35032 1.32510
H -24.58571 9.01694 3.23886
H -23.39051 7.78254 3.04252
H -24.91795 7.09165 1.91506
O -17.27574 3.87706 1.63396
C -18.13483 2.92865 1.03231
C -17.98757 1.53890 1.58229
O -18.35531 1.55440 2.97628
H -17.61604 4.01644 2.53692
H -19.12587 3.37799 1.08273
H -17.91088 3.00426 -0.02857
H -16.93768 1.27519 1.41106
H -18.66327 0.85488 1.07511
H -17.65408 1.08527 3.40618
O -19.45799 7.49702 -4.31738
C -18.39923 7.28888 -3.40880
C -18.16159 8.64353 -2.71057
O -19.31518 9.04051 -2.00711
H -20.18274 6.88627 -4.15852
H -18.59641 6.41760 -2.75494
H -17.46214 7.12642 -4.01164
H -17.92853 9.41989 -3.48284
H -17.35562 8.46112 -1.95831
H -19.49626 9.97836 -2.20418
*
```

Results
**HOMO**: -9.52 eV
**Energy relative to the best compared isomer or geometry (same formula, charge and spin)**: 1.8167 eV
**E_LUMO**: 0.018 Ha
**Structure (SMILES)**: OCCO.OCCO.OCCO.OCCO.OCCO.OCCO.OCCO.OCCO.OCCO.OCCO